(one)
DFT (ωB97M-V/def2-TZVPD) results for the molecule C4H11NS.

SMILES   C[C@H](N)CCS
Molar mass   105.206 g/mol
E_LUMO   0.94 eV
Kohn-Sham gap   9.7 eV

ORCA input file:
```
! RIJCOSX wB97M-V def2-TZVPD def2/J DEFGRID3
* xyz 0 1
C -1.29523 0.76346 -0.87253
C -0.74104 -0.33241 0.00505
N -1.64919 -0.72299 1.11171
C 0.60525 -0.08764 0.67455
C 1.68590 0.48914 -0.26760
S 3.34539 -0.27721 -0.09118
H -2.34503 0.98809 -0.67305
H -0.81178 1.72000 -0.61380
H -1.21280 0.75588 -1.94367
H -0.75637 -1.25545 -0.58525
H -2.43492 -0.10330 1.22743
H -1.88483 -1.69644 1.16074
H 1.01049 -1.02034 1.07336
H 0.39142 0.47881 1.58214
H 1.87057 1.54192 -0.09068
H 1.33005 0.24249 -1.25652
H 2.89212 -1.48400 -0.44071
*
```

natural (NBO) atomic charge list, values in e, 5 entries: C -0.640; C -0.059; N -0.863; C -0.421; C -0.510

---

(two)
DFT (ωB97M-V/def2-TZVPD) results for a cluster of 2 separate species, C4H11NS in total.

SMILES   C=NC.CSC
Molar mass   105.206 g/mol
E_LUMO   1.11 eV
Kohn-Sham gap   9.7 eV

ORCA input file:
```
! RIJCOSX wB97M-V def2-TZVPD def2/J DEFGRID3
* xyz 0 1
C -5.02204 1.73057 -0.18172
N -4.95507 1.37935 1.02458
C -5.68947 0.25785 1.57759
H -4.21006 2.28841 -0.60510
H -5.80195 1.39015 -0.91754
H -6.66368 0.35198 2.00350
H -4.89320 -0.15928 2.23651
H -5.90758 -0.44347 0.74223
C 4.08711 0.64427 0.01248
S 4.08356 -0.84403 -1.07562
C 2.82907 -1.91863 -0.33358
H 3.15704 1.22526 0.06282
H 4.79044 1.41193 -0.34905
H 4.56891 0.42723 0.96049
H 1.78996 -1.77566 -0.61435
H 3.11142 -2.91048 -0.62740
H 2.80742 -1.95186 0.75236
*
```

natural (NBO) atomic charge list, values in e, 5 entries: C -0.047; N -0.400; C -0.456; H 0.170; H 0.128

---

Which structure is most stable? (one), by 30.8 kcal/mol over the runner-up.

---

(one)
DFT (ωB97M-V/def2-TZVPD) results for the molecule C4H11NS.

SMILES   CNCCSC
Molar mass   105.206 g/mol
E_LUMO   1.00 eV
Kohn-Sham gap   9.7 eV

ORCA input file:
```
! RIJCOSX wB97M-V def2-TZVPD def2/J DEFGRID3
* xyz 0 1
C -2.71050 -0.76906 -0.10558
N -1.49221 -0.25193 0.60626
C -0.84003 0.71888 -0.30210
C 0.60111 0.86865 -0.07769
S 1.42580 -0.76226 -0.37288
C 3.08574 -0.31945 0.27008
H -3.35217 0.10696 -0.35080
H -3.22497 -1.45065 0.66699
H -2.50210 -1.42700 -1.05587
H -0.81727 -1.02920 0.68320
H -1.32678 1.67020 -0.01945
H -1.05684 0.46398 -1.30080
H 1.00374 1.58394 -0.78676
H 0.82834 1.20744 0.94409
H 3.72710 -1.10074 -0.00589
H 3.12389 -0.12556 1.34866
H 3.52716 0.61581 -0.14146
*
```

natural (NBO) atomic charge list, values in e, 5 entries: C -0.433; N -0.618; C -0.251; C -0.501; S 0.145

---

(two)
DFT (ωB97M-V/def2-TZVPD) results for the molecule C4H11NS.

SMILES   CCSCNC
Molar mass   105.206 g/mol
E_LUMO   1.01 eV
Kohn-Sham gap   9.5 eV

ORCA input file:
```
! RIJCOSX wB97M-V def2-TZVPD def2/J DEFGRID3
* xyz 0 1
C -2.70129 0.66302 -0.78031
C -1.48429 0.73443 0.07964
S -0.07601 0.14175 -0.93524
C 0.70474 -1.26519 0.03396
N 1.34252 -0.84059 1.36111
C 2.30627 0.32571 1.12967
H -3.19986 -0.35686 -0.66264
H -2.61914 1.10003 -1.84020
H -3.42487 1.42792 -0.58825
H -1.42391 0.22495 1.03013
H -1.38850 1.73046 0.55968
H 1.52620 -1.77601 -0.67154
H -0.12206 -1.96491 0.07743
H 1.85636 -1.60235 1.70029
H 3.25368 0.03125 0.59233
H 2.43470 0.93532 2.05717
H 1.97333 1.11855 0.40399
*
```

natural (NBO) atomic charge list, values in e, 5 entries: C -0.645; C -0.553; S 0.154; C -0.347; N -0.640

---

Which structure is most stable? (one), by 25.8 kcal/mol over the runner-up.

---

(one)
DFT (ωB97M-V/def2-TZVPD) results for the molecule C4H11NS.

SMILES   C[C@@H](N)CCS
Molar mass   105.206 g/mol
E_LUMO   0.94 eV
Kohn-Sham gap   9.8 eV

ORCA input file:
```
! RIJCOSX wB97M-V def2-TZVPD def2/J DEFGRID3
* xyz 0 1
C 0.17240 1.96270 0.22534
C 0.17231 0.75431 -0.65538
N 1.52543 0.09548 -0.65654
C -0.82327 -0.24127 -0.14757
C -0.22865 -1.60969 0.44203
S -1.14221 -2.60826 1.64682
H 0.21208 1.68745 1.24276
H -0.69700 2.61670 0.16919
H 0.91361 2.76893 0.26322
H 0.00889 0.97143 -1.75585
H 1.70000 -0.40646 -1.50174
H 2.18784 0.86097 -0.79236
H -1.25759 0.18436 0.78188
H -1.70601 -0.56210 -0.86460
H 0.33442 -2.18677 -0.27023
H 0.71600 -1.19523 1.00056
H -2.08824 -3.09254 0.87246
*
```

natural (NBO) atomic charge list, values in e, 5 entries: C -0.642; C -0.076; N -0.839; C -0.416; C -0.558

---

(two)
DFT (ωB97M-V/def2-TZVPD) results for the molecule C4H11NS.

SMILES   NCCCCS
Molar mass   105.206 g/mol
E_LUMO   0.99 eV
Kohn-Sham gap   10.0 eV

ORCA input file:
```
! RIJCOSX wB97M-V def2-TZVPD def2/J DEFGRID3
* xyz 0 1
N 3.00375 -1.35952 -0.29294
C 1.59050 -1.49778 0.01779
C 0.64736 -0.72939 -0.91086
C 0.39964 0.66890 -0.40849
C -0.72672 0.72924 0.65262
S -2.48908 1.12063 0.35928
H 3.55030 -1.64430 0.50228
H 3.28621 -0.44384 -0.59832
H 1.37513 -1.02743 1.01433
H 1.34484 -2.51552 0.32871
H -0.28879 -1.27872 -0.98470
H 1.25786 -0.60859 -1.81744
H 1.29416 1.06645 0.09870
H 0.15974 1.44638 -1.13853
H -0.67221 -0.14006 1.31079
H -0.58342 1.55312 1.37492
H -2.74459 0.33728 -0.70956
*
```

natural (NBO) atomic charge list, values in e, 5 entries: N -0.844; C -0.207; C -0.425; C -0.415; C -0.518

---

Which structure is most stable? (two), by 10.8 kcal/mol over the runner-up.

---

(one)
DFT (ωB97M-V/def2-TZVPD) results for the molecule C4H11NS.

SMILES   CCSCNC
Molar mass   105.206 g/mol
E_LUMO   1.02 eV
Kohn-Sham gap   9.6 eV

ORCA input file:
```
! RIJCOSX wB97M-V def2-TZVPD def2/J DEFGRID3
* xyz 0 1
C 2.05772 1.53667 1.28463
C 1.00684 1.33546 0.01813
S 0.94158 -0.46199 -0.24196
C -0.67845 -0.62796 -1.27799
N -1.84648 -0.35275 -0.45528
C -2.27447 -1.05768 0.73662
H 2.06234 2.65158 1.45479
H 3.05004 1.24774 0.88440
H 1.77245 0.78821 2.07113
H 1.39578 1.90758 -0.88516
H 0.06048 1.50362 0.50912
H -0.69059 -1.67493 -1.74452
H -0.56635 0.16742 -2.03620
H -2.68496 -0.30763 -1.05774
H -1.37726 -1.12924 1.44375
H -2.78709 -2.02248 0.58539
H -3.04458 -0.38975 1.26503
*
```

natural (NBO) atomic charge list, values in e, 5 entries: C -0.620; C -0.545; S 0.115; C -0.294; N -0.668

---

(two)
DFT (ωB97M-V/def2-TZVPD) results for a cluster of 2 separate species, C4H11NS in total.

SMILES   C/C=C/N.CS
Molar mass   105.206 g/mol
E_LUMO   0.88 eV
Kohn-Sham gap   8.8 eV

ORCA input file:
```
! RIJCOSX wB97M-V def2-TZVPD def2/J DEFGRID3
* xyz 0 1
C -1.80471 -2.18883 1.84188
C -0.44216 -1.74028 1.39377
C -0.11435 -0.43826 1.27849
N 1.18739 0.03233 0.86619
H -2.51204 -1.34130 2.06368
H -2.27986 -2.82914 1.09048
H -1.72320 -2.80803 2.73080
H 0.29280 -2.49626 1.10128
H -0.85246 0.37126 1.43538
H 1.86907 -0.69943 0.92906
H 1.44733 0.84495 1.42459
C -0.53976 2.03990 -1.53480
S 0.89689 0.97381 -1.85704
H -0.24633 2.81302 -0.83500
H -0.88356 2.45752 -2.48880
H -1.39220 1.39566 -1.08813
H 1.02452 0.44921 -0.59004
*
```

natural (NBO) atomic charge list, values in e, 5 entries: C -0.633; C -0.241; C -0.023; N -0.808; H 0.213

---

Which structure is most stable? (two), by 3.6 kcal/mol over the runner-up.